Entry from OMol25: C4HNO2 in the gas phase at a distorted geometry (wB97M-V/def2-TZVPD).

Calculated values
relative energy (zero: lowest compared OMol25 entry of this formula, charge and spin) = 91.3 kcal/mol
highest occupied orbital energy = -10.0 eV
largest force on an atom = 8.0 eV/A
SMILES = C#Cn1c(=O)c1=O
HOMO-LUMO gap = 9.3 eV

Geometry as XYZ:
```
8
Properties=species:S:1:pos:R:3:forces:R:3
C 0.509371 -2.428342 -0.324676 -2.045 -0.708 -0.139
C 0.667652 -1.373836 0.229147 1.871 2.271 2.059
N 1.626327 -0.470830 0.744366 -5.476 1.338 -0.377
C 2.282167 0.560618 -0.196325 1.950 -7.017 3.410
O 2.305646 1.631035 -0.488277 -0.708 5.962 -2.016
C 2.775027 -0.825533 0.207002 3.641 -1.914 -2.289
O 3.208320 -1.916311 -0.037501 0.923 1.386 0.021
H -0.316687 -3.079133 -0.344445 -0.156 -1.318 -0.669
```
Forces are in eV/Å.